Here is a molecular structure, CH3F2N2P from the Open Molecules 2025 dataset. Energies are from the ωB97M-V functional and the def2-TZVPD basis.

Structure (XYZ):
```
9
Properties=species:S:1:pos:R:3
P -0.578 0.255 0.282
F -0.787 -0.297 1.764
F -1.942 -0.364 -0.287
N 1.597 -1.167 0.355
N -0.446 2.499 -0.195
C 0.657 -0.865 -0.421
H -1.414 2.735 0.030
H 0.558 -1.072 -1.492
H 2.355 -1.724 -0.034
```

The relative energy (zero: lowest compared OMol25 entry of this formula, charge and spin) comes out at 376.1 kJ/mol. As for the LUMO energy (spin up / spin down): -0.0249 / -0.0249 Eh. As for the energy: -690.3940 hartree. As for the net charge: 0.

Atomic partial charges in e from the Mulliken method, atoms 1 to 2: 0.608, -0.252